[1]
111
Properties=species:S:1:pos:R:3:lowdin_charge:R:1 method="wB97M-V/def2-TZVPD" fmax_ha_per_bohr=0.06619 s2=0.75 lumo_ev="-6.119 / -6.178" multiplicity=2 homo_ev="-11.94 / -11.94" gap_ha="0.2137 / 0.2116" total_charge=+2
Ti -1.027 0.926 -0.040 0.89
C 10.529 8.039 -0.518 -0.07
O 9.165 8.365 -0.210 -0.08
C 8.372 7.299 0.113 -0.22
C 7.228 7.659 0.961 0.04
C 6.242 6.727 1.143 -0.01
C 6.326 5.434 0.567 -0.19
C 7.454 5.077 -0.146 -0.05
C 8.506 5.953 -0.312 -0.01
C 5.135 4.610 0.515 -0.22
N 4.220 4.433 1.465 0.20
C 3.208 3.673 0.865 -0.15
C 3.556 3.366 -0.449 -0.14
N 4.751 3.956 -0.670 0.19
C 2.694 2.541 -1.204 -0.07
C 3.032 1.912 -2.400 0.05
C 2.157 1.074 -3.078 -0.01
C 0.861 0.977 -2.610 -0.05
N 0.525 1.543 -1.385 0.00
C 1.475 2.202 -0.609 -0.13
C 1.118 2.462 0.758 -0.11
N 0.133 1.715 1.391 -0.05
C -0.165 1.891 2.694 -0.07
C 0.598 2.794 3.492 0.01
C 1.739 3.426 2.910 0.07
C 2.027 3.260 1.539 -0.06
H 11.024 8.972 -0.984 0.12
H 10.681 7.222 -1.259 0.08
H 11.064 7.741 0.419 0.11
H 7.190 8.662 1.319 0.11
H 5.389 6.934 1.744 0.11
H 7.429 4.025 -0.567 0.14
H 9.323 5.629 -0.917 0.10
H 5.250 3.943 -1.563 0.18
H 4.081 1.837 -2.644 0.13
H 2.532 0.491 -3.883 0.12
H 0.003 0.514 -3.073 0.11
H -1.116 1.519 3.082 0.12
H 0.144 3.038 4.470 0.13
H 2.276 4.162 3.503 0.13
S -7.086 1.643 -1.785 1.05
C -5.482 1.894 -1.113 -0.47
C -5.222 1.860 0.268 -0.05
C -3.915 1.712 0.675 -0.07
N -2.890 1.761 -0.250 -0.08
C -3.181 2.081 -1.568 -0.11
C -4.454 2.066 -2.082 -0.04
C -7.449 -0.044 -1.493 -0.51
C -8.147 -0.584 -2.555 -0.11
C -8.420 -1.969 -2.576 -0.13
N -8.213 -2.738 -1.532 0.07
C -7.549 -2.189 -0.479 -0.14
C -7.163 -0.867 -0.363 -0.06
H -6.073 1.989 0.976 0.14
H -3.669 1.495 1.731 0.13
H -2.385 2.486 -2.199 0.12
H -4.754 2.177 -3.117 0.12
H -8.572 0.065 -3.293 0.10
H -8.889 -2.397 -3.495 0.13
H -7.300 -2.918 0.309 0.11
H -6.720 -0.436 0.558 0.10
N -1.063 -0.777 0.345 -0.29
P -1.001 -2.359 0.300 0.66
N -2.300 -2.886 1.209 -0.20
C -2.447 -2.421 2.608 -0.21
C -3.764 -2.842 3.253 -0.18
C -4.045 -4.364 3.181 -0.21
C -3.305 -5.009 2.028 -0.20
C -3.123 -4.064 0.841 -0.18
N -1.141 -2.926 -1.292 -0.18
C -0.038 -3.538 -2.117 -0.18
C -0.648 -4.396 -3.191 -0.18
C -1.759 -3.721 -3.992 -0.17
C -1.996 -2.260 -3.514 -0.20
C -2.210 -2.274 -2.065 -0.26
N 0.397 -3.074 0.920 -0.21
C 0.637 -4.513 1.096 -0.24
C 2.067 -4.928 1.138 -0.17
C 2.794 -4.239 2.378 -0.15
C 2.319 -2.768 2.536 -0.18
C 1.497 -2.161 1.384 -0.20
H -2.269 -1.337 2.677 0.09
H -1.655 -2.809 3.239 0.11
H -4.627 -2.256 2.887 0.11
H -3.742 -2.571 4.330 0.12
H -5.130 -4.553 2.990 0.12
H -3.817 -4.883 4.117 0.11
H -3.971 -5.865 1.804 0.12
H -2.375 -5.458 2.496 0.12
H -4.115 -3.583 0.624 0.13
H -2.688 -4.603 0.006 0.10
H 0.623 -4.105 -1.387 0.11
H 0.579 -2.698 -2.545 0.12
H -0.960 -5.328 -2.701 0.12
H 0.185 -4.544 -3.848 0.11
H -2.707 -4.317 -3.941 0.12
H -1.581 -3.790 -5.098 0.12
H -2.847 -1.905 -4.038 0.11
H -1.143 -1.625 -3.787 0.10
H -3.217 -2.761 -1.853 0.14
H -2.307 -1.211 -1.743 0.08
H 0.080 -4.997 0.286 0.10
H 0.075 -4.880 2.017 0.13
H 2.649 -4.665 0.233 0.12
H 2.210 -6.006 1.264 0.12
H 3.856 -4.310 2.204 0.10
H 2.401 -4.700 3.302 0.11
H 3.186 -2.123 2.635 0.10
H 1.793 -2.641 3.466 0.10
H 2.103 -1.844 0.499 0.11
H 0.944 -1.205 1.771 0.11

[2]
18
Properties=species:S:1:pos:R:3:lowdin_charge:R:1 method="wB97M-V/def2-TZVPD" fmax_ha_per_bohr=0.02155 lumo_ev=0.923 smiles=CCC[C@@H](C)C#N homo_ev=-11.36 gap_ha=0.4515
C 1.148 1.745 1.654 -0.12
C 0.979 0.405 0.943 -0.27
C -0.228 0.382 0.005 -0.20
C -0.556 -1.019 -0.540 -0.38
C -1.744 -1.010 -1.510 -0.07
C 0.626 -1.613 -1.189 -0.21
N 1.558 -2.070 -1.701 0.15
H 2.027 1.735 2.306 0.07
H 1.271 2.565 0.938 0.07
H 0.274 1.973 2.276 0.07
H 1.885 0.169 0.370 0.11
H 0.872 -0.394 1.689 0.11
H -1.121 0.743 0.533 0.12
H -0.063 1.067 -0.838 0.13
H -0.797 -1.667 0.313 0.15
H -2.621 -0.580 -1.015 0.08
H -1.516 -0.409 -2.395 0.09
H -1.994 -2.023 -1.838 0.08

[3]
60
Properties=species:S:1:pos:R:3:lowdin_charge:R:1 method="wB97M-V/def2-TZVPD" fmax_ha_per_bohr=0.00790 lumo_ev=2.286 homo_ev=-5.24 gap_ha=0.2767 total_charge=-1
Li -1.710 0.755 -1.017 0.46
Cl 0.831 3.570 -2.245 0.64
C -0.394 2.827 -3.277 -0.70
C -1.122 1.772 -2.768 -0.22
C -2.082 1.282 -3.632 -0.71
Cl -3.097 -0.040 -3.034 0.61
C -2.321 1.758 -4.915 -0.72
Cl -3.547 1.077 -5.929 0.64
C -1.540 2.812 -5.381 -0.72
Cl -1.782 3.435 -6.974 0.64
C -0.565 3.360 -4.552 -0.72
Cl 0.400 4.678 -5.128 0.63
N -2.850 1.869 0.133 0.11
C -3.156 2.298 1.164 -0.23
C -3.438 2.771 2.443 -0.30
C -2.366 2.987 3.327 -0.28
N -1.490 3.144 4.065 0.12
C -4.766 2.938 2.874 -0.27
N -5.855 3.077 3.233 0.10
O -1.120 -0.865 -0.406 -0.36
P 0.089 -1.138 0.413 0.54
N 0.624 -2.682 0.131 -0.17
C 0.100 -3.449 -1.010 -0.19
C 1.325 -4.182 -1.546 -0.18
C 2.123 -4.459 -0.276 -0.18
C 1.948 -3.171 0.530 -0.20
N 1.404 -0.180 0.098 -0.20
C 1.928 -0.131 -1.274 -0.18
C 2.979 0.995 -1.254 -0.17
C 2.894 1.595 0.157 -0.17
C 1.512 1.176 0.640 -0.19
N -0.223 -0.932 2.009 -0.19
C -1.332 -0.089 2.486 -0.20
C -1.315 -0.331 3.987 -0.17
C 0.180 -0.431 4.281 -0.16
C 0.731 -1.213 3.083 -0.21
H -0.367 -2.785 -1.735 0.11
H -0.658 -4.162 -0.669 0.12
H 1.890 -3.533 -2.219 0.11
H 1.060 -5.087 -2.091 0.11
H 3.172 -4.691 -0.456 0.11
H 1.678 -5.298 0.262 0.11
H 2.727 -2.443 0.286 0.10
H 1.997 -3.354 1.606 0.10
H 1.127 0.107 -1.983 0.10
H 2.350 -1.100 -1.544 0.10
H 2.725 1.744 -2.002 0.05
H 3.979 0.624 -1.476 0.10
H 3.032 2.674 0.166 0.11
H 3.648 1.145 0.808 0.11
H 0.745 1.838 0.217 0.10
H 1.407 1.169 1.725 0.11
H -2.263 -0.371 1.999 0.11
H -1.144 0.971 2.279 0.08
H -1.815 -1.273 4.220 0.11
H -1.804 0.474 4.533 0.10
H 0.406 -0.921 5.227 0.11
H 0.611 0.572 4.308 0.11
H 0.760 -2.288 3.291 0.10
H 1.743 -0.895 2.813 0.11

[4]
16
Properties=species:S:1:pos:R:3:lowdin_charge:R:1 method="wB97M-V/def2-TZVPD" fmax_ha_per_bohr=0.04151 lumo_ev=0.544 smiles="[H]/N=C1/C[C@H](S)CN1S" homo_ev=-9.09 gap_ha=0.3541
H 2.928 0.303 -0.323 0.03
N 2.319 -0.540 -0.563 0.11
C 1.125 -0.445 -0.099 -0.50
C 0.023 -1.379 -0.403 -0.16
C -1.248 -0.652 -0.044 -0.64
S -2.158 0.084 -1.453 0.74
C -0.827 0.415 0.982 -0.24
N 0.602 0.555 0.753 -0.50
S 1.503 1.943 1.013 0.82
H 0.080 -1.796 -1.446 0.14
H 0.099 -2.218 0.285 0.13
H -2.017 -1.350 0.341 0.10
H -1.227 1.038 -1.744 -0.12
H -1.348 1.359 0.788 0.09
H -1.030 0.087 2.032 0.13
H 1.176 2.595 -0.118 -0.12